Density functional theory data (ωB97M-V/def2-TZVPD) for a molecular structure, C39H49Br2N4OSSbSi3Ti.

## Properties
E_tot = -9313.93372 Eh
HOMO energy = -12.99 eV
LUMO = -6.28 eV
Frontier orbital gap = 6.71 eV
Energy relative to the best compared isomer or geometry (same formula, charge and spin) = 0.314 eV
Charge = +2

CARTESIAN COORDINATES (ANGSTROEM)
Ti -0.596 0.421 0.247
C -3.383 -2.704 2.798
C -3.224 -1.360 3.443
C -4.002 -1.058 4.584
C -3.795 0.110 5.247
C -2.798 1.001 4.787
C -2.392 2.162 5.493
Br -3.281 2.695 7.061
C -1.314 2.878 5.071
C -0.657 2.535 3.873
Br 0.935 3.463 3.516
C -1.116 1.520 3.071
O -0.612 1.259 1.834
C -2.134 0.660 3.590
N -2.356 -0.510 2.937
H -3.430 -3.483 3.559
H -2.551 -2.916 2.129
H -4.318 -2.750 2.234
H -4.732 -1.775 4.935
H -4.356 0.354 6.138
H -0.950 3.717 5.646
C 2.869 2.041 0.800
Sb 2.396 1.508 -1.212
C 0.228 1.748 -1.013
C -0.514 1.222 -2.181
C -0.223 1.299 -3.543
C -1.131 0.778 -4.437
C -2.299 0.177 -3.961
C -2.510 0.112 -2.606
N -1.628 0.630 -1.729
Si -0.430 3.584 -0.870
C 0.662 4.710 0.115
C -2.151 3.502 -0.134
C -0.524 4.282 -2.599
C 2.754 -0.676 -1.061
C 2.001 -1.458 -0.043
C 2.429 -2.764 0.259
C 1.930 -3.466 1.331
C 0.966 -2.869 2.141
C 0.503 -1.639 1.765
N 0.957 -0.960 0.673
Si 4.639 -0.682 -0.464
C 4.658 -0.694 1.418
C 5.698 -2.121 -1.016
C 5.519 0.819 -1.161
Si 2.518 -1.477 -2.812
C 0.706 -1.957 -2.973
C 3.063 -0.297 -4.153
C 3.432 -3.073 -3.161
H 2.441 3.022 0.977
H 3.950 2.110 0.898
H 2.477 1.339 1.532
H 0.671 1.807 -3.876
H -0.951 0.849 -5.502
H -3.038 -0.224 -4.639
H -3.409 -0.332 -2.204
H 0.792 4.399 1.146
H 0.188 5.695 0.123
H 1.644 4.835 -0.347
H -2.162 3.145 0.899
H -2.841 2.904 -0.733
H -2.547 4.522 -0.116
H 0.425 4.191 -3.132
H -0.741 5.350 -2.515
H -1.309 3.836 -3.210
H 3.210 -3.193 -0.347
H 2.303 -4.458 1.551
H 0.574 -3.351 3.024
H -0.303 -1.168 2.319
H 3.687 -0.882 1.878
H 5.033 0.245 1.824
H 5.334 -1.481 1.759
H 5.365 -3.113 -0.714
H 6.653 -1.951 -0.509
H 5.908 -2.134 -2.082
H 5.176 1.800 -0.828
H 5.523 0.815 -2.252
H 6.561 0.731 -0.841
H -0.012 -1.248 -2.562
H 0.548 -2.930 -2.500
H 0.467 -2.086 -4.031
H 2.468 0.608 -4.250
H 3.013 -0.833 -5.104
H 4.103 0.007 -4.014
H 3.444 -3.817 -2.365
H 4.458 -2.900 -3.480
H 2.912 -3.529 -4.009
S -2.808 -3.613 -0.766
C -1.555 -2.537 -0.364
N -1.913 -1.343 0.019
C -3.305 -1.225 0.030
C -4.034 -0.093 0.400
C -5.408 -0.150 0.330
C -6.066 -1.314 -0.100
C -5.358 -2.438 -0.467
C -3.966 -2.378 -0.397
H -0.522 -2.842 -0.442
H -3.537 0.806 0.745
H -5.993 0.714 0.614
H -7.146 -1.329 -0.143
H -5.864 -3.336 -0.795